No. 1
DFT (ωB97M-V with the def2-TZVPD basis set) results for C19H26N4PbSSb2Se4 as an isolated structure at a distorted geometry.

Values from the calculation:
- Relative energy (zero: lowest compared OMol25 entry of this formula, charge and spin): 0.00 kJ/mol
- Kohn-Sham gap: 4.4 eV
- Multiplicity: 1
- Charge: -2
- Strongest force on any atom: 1.90 eV Å⁻¹

Element x y z (Å)
1 Pb 2.113265 1.064378 -1.550886
2 N -2.027121 3.374227 -1.607311
3 C -0.797593 2.994233 -1.216703
4 S 0.535081 3.694318 -1.997659
5 N -0.845560 2.119243 -0.167625
6 N 0.367805 1.701316 0.245314
7 C 0.532647 1.482551 1.524651
8 C -0.386583 1.998486 2.564410
9 C 0.135854 2.871351 3.543985
10 C -0.696738 3.563558 4.437886
11 C -2.055840 3.290166 4.496773
12 C -2.552625 2.350652 3.576755
13 C -1.768437 1.765174 2.585879
14 C 1.742713 0.774440 1.945995
15 C 1.952064 0.324859 3.301989
16 C 3.124259 -0.337318 3.633680
17 C 4.133615 -0.464160 2.649221
18 C 3.850066 -0.023830 1.364358
19 N 2.686622 0.549721 1.012383
20 H -2.157363 4.001680 -2.390246
21 H -2.766909 2.770107 -1.306114
22 H 1.197942 3.081563 3.536686
23 H -0.264343 4.315216 5.083150
24 H -2.709055 3.775376 5.212329
25 H -3.603543 2.048871 3.582363
26 H -2.230868 1.134587 1.851379
27 H 1.165176 0.485335 4.041602
28 H 3.262687 -0.753931 4.620340
29 H 5.072733 -0.949048 2.878654
30 H 4.550877 -0.174766 0.538062
31 Se 2.307773 -3.155347 -4.990595
32 Sb 3.370720 -1.043251 -4.300960
33 Se 4.111249 -1.200551 -1.944131
34 Se 1.746572 0.754658 -4.640250
35 Se 5.335149 -0.662153 -5.696803
36 C 0.684381 -4.077456 -1.168392
37 C -0.158014 -3.346639 -2.186976
38 Sb -0.132627 -1.266771 -1.624218
39 C -1.420186 -1.259717 0.142223
40 C -2.667994 -2.191019 0.089331
41 C -1.403583 -0.496776 -3.237289
42 C -2.593196 -1.395224 -3.554631
43 H 0.728720 -5.150175 -1.417979
44 H 0.266791 -4.007511 -0.142698
45 H 1.695223 -3.643040 -1.125963
46 H -1.230168 -3.689144 -2.267163
47 H 0.334659 -3.327373 -3.199642
48 H -1.680035 -0.194341 0.201272
49 H -0.757482 -1.511633 0.993337
50 H -3.463076 -1.692609 -0.487271
51 H -3.054901 -2.386788 1.124748
52 H -2.470555 -3.109401 -0.459309
53 H -0.685950 -0.448574 -4.087499
54 H -1.651129 0.556715 -3.022716
55 H -2.303478 -2.368302 -3.956485
56 H -3.201028 -0.931050 -4.335514
57 H -3.268661 -1.584884 -2.695728

Atomic forces in eV per Å
Pb 0.8 -0.5 -1.5
N -0.8 0.2 -0.3
C 0.6 -0.6 0.8
S 0.0 0.1 0.2
N 0.3 1.2 -0.6
N -0.4 -0.3 1.2
C -0.5 0.1 -0.9
C -0.4 0.5 0.7
C -0.7 0.2 -0.4
C 0.4 -0.4 -0.2
C 0.1 -0.8 -0.9
C -0.5 0.0 0.0
C 0.5 0.4 0.7
C 1.5 -0.6 1.0
C -0.4 0.2 -1.0
C 0.4 0.4 -1.2
C -0.9 0.0 0.5
C -0.2 -0.1 -0.2
N 0.1 -0.1 1.0
H 0.3 -0.5 0.2
H -0.4 0.1 0.0
H 0.0 0.0 0.0
H 0.1 0.0 0.1
H 0.0 0.0 -0.1
H 0.2 0.3 0.1
H 0.0 -0.2 -0.1
H 0.3 -0.1 -0.3
H 0.0 0.1 0.1
H 0.0 0.0 -0.1
H -0.2 0.1 0.2
Se -0.1 0.0 0.2
Sb 0.7 -1.0 -1.3
Se -0.3 0.3 0.7
Se -0.3 0.7 0.8
Se 0.1 0.2 0.1
C 0.0 -0.6 0.5
C -0.6 0.7 -0.7
Sb -0.1 0.5 -0.6
C -0.2 -0.5 -0.2
C 0.0 1.0 0.4
C 0.7 -0.3 0.1
C -0.6 0.2 0.1
H 0.3 0.3 0.1
H 0.1 0.0 -0.4
H -0.2 -0.3 -0.2
H 1.1 0.2 0.1
H -0.5 -0.2 0.8
H -0.1 -0.3 0.2
H -0.3 0.1 -0.4
H 0.1 -0.1 0.3
H 0.2 -0.1 -0.9
H 0.1 -0.3 0.3
H -0.4 -0.1 0.5
H -0.1 -0.4 0.1
H 0.2 0.1 0.1
H -0.1 0.0 -0.1
H 0.4 0.2 -0.3



No. 2
DFT (ωB97M-V with the def2-TZVPD basis set) results for C19H26N5PdSTe as an isolated structure at a distorted geometry.

Values from the calculation:
- Kohn-Sham gap (spin up / spin down): 8.0 / 6.5 eV
- Multiplicity: 5
- Charge: +3
- Strongest force on any atom: 2.33 eV Å⁻¹

Element x y z (Å)
1 Pd 0.622895 0.212751 -1.357347
2 C 0.426081 -4.110050 -2.594539
3 C 0.237455 -2.657599 -2.162861
4 N 1.103696 -1.712360 -2.242444
5 C 2.512700 -1.828562 -2.673595
6 C 3.361227 -1.028134 -1.643995
7 N 2.858864 0.360641 -1.590202
8 C 3.109398 1.185312 -2.838001
9 C 1.998923 2.226542 -2.930259
10 N 0.634166 1.590802 -3.108070
11 C -0.498647 2.573198 -2.971750
12 C -0.819960 2.802638 -1.479265
13 N -1.161323 1.486268 -0.904625
14 C -2.272322 0.992440 -0.503623
15 C -3.444824 1.742523 0.035400
16 C -2.283705 -0.550615 -0.581319
17 C -3.282354 -1.400686 -0.117399
18 C -3.126567 -2.749875 -0.425534
19 C -2.066621 -3.237489 -1.143865
20 C -1.082401 -2.314629 -1.549293
21 N -1.189072 -1.044632 -1.198348
22 H 1.455313 -4.220811 -3.001411
23 H -0.235989 -4.253799 -3.417113
24 H 0.268714 -4.813258 -1.748022
25 H 2.596938 -1.433938 -3.712921
26 H 2.824721 -2.890491 -2.656957
27 H 4.428105 -1.075851 -1.897669
28 H 3.177231 -1.449063 -0.643267
29 H 3.257804 0.774129 -0.753786
30 H 3.123041 0.502381 -3.716852
31 H 4.112863 1.686418 -2.790508
32 H 2.104446 2.917168 -3.782249
33 H 1.939582 2.863949 -2.067553
34 H 0.612933 1.121219 -4.043503
35 H -1.305545 2.094922 -3.520402
36 H -0.156046 3.520289 -3.416790
37 H -1.586637 3.588022 -1.268865
38 H 0.044284 3.108218 -0.921098
39 H -3.508167 2.763660 -0.262283
40 H -3.348519 1.678863 1.119228
41 H -4.358463 1.288348 -0.207736
42 H -4.097356 -1.025272 0.523910
43 H -3.797716 -3.460684 -0.030285
44 H -1.944309 -4.295153 -1.434827
45 Te 0.248623 -1.343111 6.418253
46 C 0.077737 -0.107104 7.947043
47 C -0.745945 1.094513 7.896557
48 C -0.571579 1.813814 9.034238
49 C 0.433562 1.340329 9.895266
50 S 1.118083 -0.025561 9.287798
51 H -1.461462 1.229683 7.078554
52 H -1.118143 2.688266 9.274031
53 H 0.774270 1.781423 10.800163

Atomic forces in eV per Å
Pd -0.6 -0.6 -0.9
C 1.7 1.1 0.6
C 0.6 -0.9 -0.2
N 0.2 -0.5 0.1
C -0.2 -0.6 0.3
C -0.7 -0.4 -0.7
N -0.2 0.3 -0.4
C 0.4 0.1 0.6
C -0.9 0.0 -1.6
N 0.9 -0.2 0.0
C 1.1 -0.2 0.3
C -1.5 -0.1 0.8
N 0.0 0.1 -0.5
C 0.9 -0.3 -0.2
C 1.0 -0.4 0.3
C 0.5 0.4 0.2
C 0.3 0.6 0.1
C -0.1 0.1 0.5
C 1.3 0.0 -1.3
C -0.1 -0.1 1.0
N -1.1 0.7 0.2
H -0.8 -0.2 0.4
H -0.8 -0.6 -0.5
H 0.0 0.4 -0.7
H 0.0 -0.4 0.8
H 0.1 0.7 -0.2
H -0.2 0.0 0.1
H 0.3 0.0 -0.4
H 0.1 0.4 -0.3
H -0.1 0.6 0.6
H -0.9 -0.4 -0.1
H 0.5 -0.3 0.1
H 0.2 0.1 0.6
H -0.2 0.6 1.1
H -0.4 0.5 0.1
H -0.5 -0.2 -0.1
H 0.4 -0.6 -0.6
H 0.7 0.4 0.0
H 0.3 0.8 -0.2
H 0.0 0.2 0.2
H -1.3 -0.8 -0.4
H 0.4 -0.3 -0.6
H -1.0 -0.6 0.3
H -0.4 0.7 0.4
Te 0.1 -0.6 -0.3
C -0.5 2.0 -0.3
C 0.1 -2.3 -0.4
C 0.2 0.8 0.7
C -1.0 0.4 -1.1
S 1.1 -1.6 0.5
H 0.3 0.3 0.6
H -0.4 0.7 0.1
H 0.2 0.2 0.6



No. 3
DFT (ωB97M-V with the def2-TZVPD basis set) results for C19H26N6OSTi as an isolated structure.

Values from the calculation:
- Relative energy (zero: lowest compared OMol25 entry of this formula, charge and spin): 0.00 kJ/mol
- Kohn-Sham gap: 3.1 eV
- Multiplicity: 1
- Charge: -2
- Strongest force on any atom: 0.59 eV Å⁻¹

Element x y z (Å)
1 Ti 0.149161 -0.275093 0.453478
2 N -1.133523 1.056675 4.478206
3 C -0.885529 0.441487 3.220226
4 S 0.794822 0.055553 2.855778
5 N -1.883570 0.204230 2.453166
6 N -1.574939 -0.433108 1.271255
7 C -2.733025 -0.863367 0.545195
8 C -2.686448 -1.517531 -0.660006
9 C -3.886115 -1.908277 -1.377612
10 C -3.869715 -2.571686 -2.582623
11 C -2.681016 -2.925910 -3.231659
12 C -1.486827 -2.551322 -2.576323
13 C -1.474997 -1.893406 -1.373934
14 O -0.255944 -1.591155 -0.801897
15 H -0.434786 1.765285 4.656366
16 H -2.049964 1.488552 4.437656
17 H -3.671117 -0.572722 1.002426
18 H -4.840411 -1.662192 -0.917990
19 H -4.825089 -2.824968 -3.040709
20 H -2.670589 -3.435891 -4.186508
21 H -0.516182 -2.774489 -3.013441
22 N 2.428916 -0.880105 0.052896
23 C 2.989634 -1.879327 -0.854200
24 C 3.116476 -3.291975 -0.301072
25 C 1.808093 -4.010835 0.007138
26 N 1.333539 -3.655977 1.353760
27 H 2.247794 0.007436 -0.432104
28 H 3.008543 -0.648950 0.851861
29 H 3.979063 -1.562969 -1.215752
30 H 2.319333 -1.901184 -1.716916
31 H 3.746120 -3.301469 0.596608
32 H 3.660569 -3.858237 -1.065906
33 H 1.979274 -5.091910 -0.026685
34 H 1.072430 -3.758957 -0.766500
35 H 0.362330 -3.944082 1.435103
36 H 1.272972 -2.640941 1.347400
37 C -2.091402 2.630282 -0.290069
38 C -0.810429 3.394069 -0.156056
39 C -0.807744 4.774310 -0.025436
40 C 0.372529 5.499698 0.121244
41 C 1.578710 4.812048 0.137250
42 C 1.624895 3.430503 0.005754
43 C 2.928773 2.693867 0.054733
44 C 0.425391 2.686043 -0.143649
45 N 0.449668 1.337561 -0.270976
46 H -2.922455 3.306505 -0.508379
47 H -2.322219 2.071661 0.621278
48 H -2.027120 1.871658 -1.073324
49 H -1.762105 5.295053 -0.038468
50 H 0.350657 6.579443 0.223882
51 H 2.514839 5.352580 0.257894
52 H 3.770064 3.387133 0.134827
53 H 3.065865 2.074613 -0.838410
54 H 2.952796 2.011764 0.911242

Atomic forces in eV per Å
Ti -0.3 0.0 -0.3
N -0.1 0.0 -0.1
C 0.2 0.0 0.0
S -0.1 0.0 0.1
N 0.1 0.0 0.1
N -0.4 0.0 -0.3
C 0.4 0.1 0.3
C -0.3 -0.2 -0.4
C 0.1 0.1 0.2
C -0.1 -0.1 -0.1
C 0.1 0.1 0.2
C -0.1 -0.1 -0.1
C 0.4 0.1 0.4
O -0.2 0.1 -0.2
H 0.0 0.0 0.0
H 0.0 0.0 0.0
H 0.0 -0.1 0.0
H 0.0 0.0 0.0
H 0.0 0.0 0.0
H 0.0 0.0 0.0
H 0.0 0.0 0.0
N -0.2 0.2 0.2
C 0.0 0.2 -0.2
C 0.1 -0.1 0.0
C -0.1 0.0 0.1
N 0.0 0.1 -0.4
H 0.2 -0.1 0.0
H 0.1 -0.2 0.0
H 0.0 0.0 0.0
H 0.0 0.0 0.0
H 0.0 0.0 0.0
H 0.0 0.0 0.0
H 0.0 0.0 0.0
H 0.0 0.0 0.0
H 0.0 0.0 0.1
H 0.0 0.0 0.4
C 0.0 -0.1 0.0
C 0.1 0.3 0.0
C 0.0 -0.1 0.0
C 0.0 0.1 0.0
C 0.0 -0.1 0.0
C -0.1 0.2 0.0
C 0.0 -0.1 0.0
C -0.2 -0.5 -0.1
N 0.3 0.1 0.3
H 0.0 0.0 0.0
H 0.0 0.0 0.0
H 0.0 0.0 0.0
H 0.0 0.0 0.0
H 0.0 0.0 0.0
H 0.0 0.0 0.0
H 0.0 0.0 0.0
H 0.0 0.0 0.0
H 0.0 0.0 0.0



Question: Which value of strongest force on any atom does entry 2 give?
Answer: 2.33 eV Å⁻¹



Question: Among the records above, which one has the highest strongest force on any atom?
Answer: C19H26N5PdSTe